No. 1
{"formula": "CH5NO2", "method": "the ωB97M-V functional and the def2-TZVPD basis", "species": ["C", "N", "O", "O", "H", "H", "H", "H", "H"], "xyz": [[0.63529, -0.92342, 0.50784], [-0.04793, 1.24980, 0.21096], [0.51992, 0.30182, 0.91813], [0.20790, 1.02499, -1.16854], [0.18113, 1.91440, -1.53798], [-1.73941, -0.01640, 0.15006], [0.79038, -1.14358, -0.53626], [1.01338, -1.59821, 1.25754], [-1.56066, -0.80939, 0.19824]], "energy_ev": -6696.583}

---

No. 2
{"formula": "CH5NO2P", "method": "the ωB97M-V functional and the def2-TZVPD basis", "species": ["C", "N", "O", "O", "P", "H", "H", "H", "H", "H"], "xyz": [[-1.60713, -0.21063, -0.37981], [2.16712, 0.79545, 0.26919], [0.51056, -1.33310, 0.96806], [0.95452, 0.38163, -0.85278], [0.12167, -1.05175, -0.46332], [-1.80615, 0.17065, 0.62499], [-2.36405, -0.95607, -0.63672], [-1.65290, 0.59758, -1.10750], [1.70644, 1.60417, 0.68308], [1.96992, 0.00205, 0.89482]], "smiles": "CP([O-])ON", "charge": -1, "energy_ev": -15991.680}

---

No. 3
{"formula": "CH5NO2S", "method": "the ωB97M-V functional and the def2-TZVPD basis", "species": ["C", "N", "O", "O", "S", "H", "H", "H", "H", "H"], "xyz": [[0.77567, -1.08365, -0.01374], [-0.06215, 1.52083, -0.30654], [-1.54047, -0.34692, -1.19945], [-1.30775, -0.03885, 1.23872], [-0.72962, -0.00541, -0.09762], [1.15883, -0.85751, 1.04418], [0.56517, -2.20091, -0.15109], [1.48138, -0.79465, -0.75297], [-0.78298, 2.21788, -0.38227], [0.44190, 1.58917, 0.62077]], "smiles": "CS(N)(=O)=O", "energy_ev": -17537.556}

---

No. 4
{"formula": "CH5NO2Si", "method": "the ωB97M-V functional and the def2-TZVPD basis", "species": ["C", "N", "O", "O", "Si", "H", "H", "H", "H", "H"], "xyz": [[0.16707, -0.70914, -0.22387], [1.42140, -0.11217, -0.06281], [2.39021, -0.77748, -0.41991], [1.49208, 0.94660, 0.53600], [-1.24019, 0.59797, -0.16427], [0.12782, -1.65297, -0.81570], [0.33082, -1.19434, 1.94576], [-2.47628, -0.19246, -0.08266], [-1.46567, 1.85653, 0.71730], [-0.74727, 1.23747, -1.42984]], "energy_ev": -14572.694}

---

No. 5
{"formula": "CH5NO3", "method": "the ωB97M-V functional and the def2-TZVPD basis", "species": ["N", "C", "O", "O", "H", "H", "H", "H", "H", "O"], "xyz": [[-0.39476, 0.20944, -1.01729], [-0.92215, -0.07551, 0.19615], [-2.29786, 0.04983, 0.18893], [-0.28433, -0.32506, 1.20919], [-1.03878, 0.53784, -1.73686], [0.59037, 0.26955, -1.18462], [-2.50192, -0.13895, 1.06795], [2.97594, -0.45584, 0.45408], [1.63313, -0.10716, 0.71900], [2.24034, 0.03586, 0.10346]], "smiles": "NC(=O)O.O", "energy_ev": -8751.503}

---

No. 6
{"formula": "CH5NO3S2", "method": "the ωB97M-V functional and the def2-TZVPD basis", "species": ["C", "N", "O", "O", "O", "S", "S", "H", "H", "H", "H", "H"], "xyz": [[-1.33392, -1.39490, -0.26226], [1.33292, 2.00685, 0.25581], [-0.71953, 0.28038, -2.11871], [1.36937, -0.56555, -0.24969], [0.49653, 0.27871, 2.08128], [-1.37495, 0.37496, -0.82336], [0.56896, 0.43375, 0.42097], [-0.70433, -1.51855, 0.71813], [-0.82795, -2.09172, -0.95500], [-2.35862, -1.76017, -0.25684], [1.35695, 2.27741, 1.19297], [2.19456, 1.67884, -0.00331]], "energy_ev": -30417.437}